Entry 1:
The following is a quantum chemistry calculation of a 2-piece molecular cluster, C4H9N overall in a non-equilibrium geometry, from the OMol25 dataset.

Each line ends with the Löwdin charge.
Atoms and positions in Å:
N: 3.26 0.82 -0.21  0.017
C: 3.12 0.16 0.85  -0.165
C: -1.68 -0.52 0.95  -0.113
C: -2.26 -0.05 -1.57  -0.026
C: -2.51 -0.44 -0.30  -0.253
H: -0.71 -0.93 0.64  0.072
H: -2.15 -1.18 1.67  0.064
H: -3.47 -0.98 -0.23  0.091
H: -1.53 0.47 1.37  0.072
H: -2.98 0.62 -2.03  0.047
H: 3.22 -0.92 0.83  0.052
H: 3.08 1.81 -0.02  0.036
H: -1.37 -0.20 -2.17  0.047
H: 2.65 0.48 1.79  0.059

Results
SMILES string	C=CC.C=N
E_HOMO	-0.30708	hartree
LUMO energy	0.0339	hartree
ΔE to the lowest compared entry with this formula, charge and spin	71.4	kcal per mole
HOMO-LUMO gap	9.2772	eV


Entry 2:
The following is a quantum chemistry calculation of C6H6Cl2ErO4Rh as an isolated structure in a non-equilibrium geometry, from the OMol25 dataset.

Each line ends with the Löwdin charge.
Atoms and positions in Å:
Er: -0.08 -0.48 -0.69  1.153
Rh: -1.96 -0.54 -3.30  0.905
Cl: -1.60 1.42 -1.92  0.180
Cl: 0.67 -1.24 -2.97  0.153
O: 0.75 -3.53 1.06  0.256
O: 1.17 0.58 0.56  0.034
O: -4.82 0.26 -3.28  0.292
O: -2.31 -3.27 -4.47  0.302
C: -3.72 -0.10 -3.31  -0.217
C: 1.40 1.02 1.74  -0.209
C: 0.64 0.48 2.88  0.125
C: 0.38 -2.58 0.51  0.046
C: -2.19 -2.19 -4.04  -0.182
C: 2.40 2.08 1.89  0.155
H: 1.04 0.90 3.81  0.163
H: 3.35 1.79 1.43  0.177
H: 2.06 3.01 1.40  0.185
H: 0.71 -0.62 2.93  0.149
H: -0.44 0.74 2.82  0.171
H: 2.56 2.28 2.96  0.163

Results
E_HOMO (alpha / beta)	-0.84037 / -0.95681	hartree
total charge	+4
expectation value of S²	15.77
spin multiplicity	8
LUMO energy (alpha / beta)	-0.6295 / -0.8061	hartree
ΔE to the lowest compared entry with this formula, charge and spin	0.0	kcal per mole
HOMO-LUMO gap (alpha / beta)	5.7374 / 4.1003	eV


Entry 3:
The following is a quantum chemistry calculation of C40H52BCrN11S3 as an isolated structure, from the OMol25 dataset.

Each line ends with the Löwdin charge.
Atoms and positions in Å:
Cr: -1.96 1.81 0.76  0.096
S: 0.45 1.72 1.12  0.800
S: -1.90 2.22 -1.57  0.829
S: -2.73 -0.25 0.55  0.825
N: -0.09 -1.24 -2.02  0.264
N: -1.61 3.84 1.07  0.073
N: -0.45 -1.67 0.58  0.070
N: 2.55 -1.14 -0.70  0.205
N: -1.47 0.62 3.55  0.005
N: 1.57 -0.35 -0.22  0.046
N: -2.01 1.78 2.91  -0.134
N: -0.63 -0.10 -1.56  0.115
N: -4.04 2.44 0.72  -0.058
N: -5.90 6.27 -1.32  0.213
N: 0.43 -2.61 0.92  0.212
C: -1.24 0.82 -2.28  -0.563
C: -1.31 6.39 1.19  -0.208
C: -6.32 2.32 1.45  0.007
C: 3.78 -0.86 -0.37  -0.178
C: 1.62 -2.58 -4.65  -0.005
C: 3.08 1.09 0.90  -0.224
C: 1.74 0.73 0.55  -0.505
C: 4.37 -2.97 -1.60  -0.042
C: -2.16 8.57 0.67  -0.031
C: -0.81 -0.67 -4.13  0.118
C: 1.14 -4.54 2.18  -0.537
C: -3.40 -2.30 2.79  -0.033
C: 0.42 -2.91 -3.74  -0.525
C: 4.06 0.28 0.43  0.098
C: -1.16 -3.39 2.48  0.117
C: -5.02 1.85 1.43  -0.123
C: -0.20 6.96 1.84  -0.011
C: 4.91 -1.74 -0.87  -0.540
C: 1.09 -5.58 1.05  -0.015
C: -0.09 8.33 1.89  -0.036
C: -5.82 5.28 -0.75  -0.153
C: -5.63 4.07 0.00  -0.167
C: 3.36 2.29 1.74  -0.048
C: -4.36 3.52 0.02  -0.106
C: -2.06 -2.42 2.13  -0.218
C: 0.85 -3.76 -2.55  -0.040
C: -0.17 -1.61 -3.28  -0.088
C: -2.30 7.20 0.60  -0.006
C: -1.06 9.13 1.31  -0.016
C: 2.54 -3.90 2.22  -0.038
C: -0.65 -3.67 -4.55  -0.013
C: -6.64 3.46 0.74  0.051
C: 0.11 -3.47 1.86  -0.157
C: 5.78 -0.91 -1.82  -0.019
C: 0.84 -5.21 3.52  -0.041
C: -1.65 -1.51 1.13  -0.473
C: -1.33 0.52 -3.69  -0.182
C: -1.46 4.98 1.13  -0.045
C: 5.74 -2.20 0.34  -0.018
C: -1.98 1.50 -4.61  -0.025
B: 0.18 -0.84 -0.54  -0.626
H: -2.91 9.21 0.22  0.126
H: 4.43 2.40 1.89  0.097
H: 2.08 -3.51 -4.98  0.109
H: -1.48 2.47 -4.54  0.103
H: 0.55 6.32 2.28  0.123
H: 1.59 -3.24 -1.93  0.048
H: -7.07 1.81 2.04  0.132
H: 0.00 -4.02 -1.92  0.092
H: -3.58 3.99 -0.57  0.079
H: 6.53 -2.87 0.00  0.104
H: 3.73 -3.58 -0.95  0.074
H: 5.21 -3.59 -1.92  0.104
H: 3.28 -4.67 2.43  0.103
H: -1.42 0.78 4.55  0.108
H: -1.59 2.64 3.26  0.104
H: 1.36 -5.12 0.09  0.069
H: 6.61 -1.53 -2.17  0.103
H: 1.79 -6.38 1.26  0.103
H: 0.76 8.78 2.39  0.123
H: 6.21 -0.04 -1.33  0.089
H: 5.22 -0.58 -2.69  0.094
H: -0.51 0.53 3.21  0.034
H: 2.61 -3.15 3.01  0.097
H: -1.95 1.15 -5.64  0.101
H: -3.15 6.76 0.10  0.107
H: -0.97 10.21 1.36  0.127
H: -3.60 -3.16 3.41  0.100
H: 1.32 -2.03 -5.54  0.095
H: 2.87 2.22 2.71  0.088
H: -0.89 -0.92 -5.18  0.143
H: 3.80 -2.69 -2.48  0.062
H: -4.76 0.96 1.98  0.091
H: -0.23 -4.63 -4.87  0.107
H: 6.22 -1.37 0.86  0.087
H: -1.41 -4.10 3.26  0.134
H: -7.64 3.87 0.74  0.147
H: -4.19 -2.20 2.05  0.086
H: 1.30 -4.68 -2.91  0.110
H: 2.37 -1.99 -4.11  0.081
H: -1.54 -3.88 -3.95  0.101
H: 1.65 -5.91 3.75  0.102
H: -3.40 -1.40 3.41  0.082
H: 5.13 -2.75 1.06  0.081
H: -0.95 -3.14 -5.45  0.089
H: 0.79 -4.50 4.34  0.100
H: 2.98 3.20 1.26  0.089
H: 0.09 -6.02 0.96  0.098
H: 5.09 0.51 0.67  0.137
H: 2.78 -3.43 1.27  0.049
H: -0.08 -5.80 3.49  0.092
H: -3.00 1.82 3.17  0.098
H: -3.02 1.65 -4.31  0.103

Results
E_HOMO (alpha / beta)	-0.59159 / -0.59213	hartree
total charge	+3
expectation value of S²	0.77
spin multiplicity	2
LUMO energy (alpha / beta)	-0.3432 / -0.3184	hartree
ΔE to the lowest compared entry with this formula, charge and spin	0.0	kcal per mole
HOMO-LUMO gap (alpha / beta)	6.7581 / 7.4476	eV